(1)
18
Properties=species:S:1:pos:R:3 method="wB97M-V/def2-TZVPD" homo_lumo_gap_ev="7.56 / 7.56" lumo_energy_ev="-5.19 / -5.04" max_force_ev_per_a=4.03 homo_ev="-12.76 / -12.60" charge=+1 relative_energy_kj_mol=800.44
H -1.765 0.767 1.319
H 1.064 0.220 1.196
N 1.090 -1.400 2.708
H 1.885 -1.583 2.097
N -0.740 -1.075 1.061
C -0.118 0.825 -1.703
H -1.619 0.508 -3.119
H 1.374 -1.186 3.641
C -1.693 -0.033 0.642
H -0.450 1.752 -3.661
S 1.380 1.509 -1.403
H -0.063 0.128 2.685
H 0.072 0.092 -3.560
H -0.389 -1.591 0.185
C -0.587 0.849 -3.138
H -1.320 -1.873 1.560
H 1.539 2.503 -2.419
C 0.342 -0.412 1.910

=====

(2)
9
Properties=species:S:1:pos:R:3 method="wB97M-V/def2-TZVPD" smiles="NC=O.S" homo_lumo_gap_ev=10.41 lumo_energy_ev=0.70 max_force_ev_per_a=3.31 homo_ev=-9.71 relative_energy_kj_mol=120.07
H 0.221 0.510 1.097
O 1.610 0.199 -1.094
S -3.014 -1.672 -1.461
C 1.729 1.058 -0.209
H -2.008 -1.475 -0.581
N 1.083 0.968 0.949
H 1.452 0.941 1.866
H 2.275 2.015 -0.148
H -3.349 -2.545 -0.418

=====

(3)
12
Properties=species:S:1:pos:R:3 method="wB97M-V/def2-TZVPD" homo_lumo_gap_ev=7.97 lumo_energy_ev=-0.75 max_force_ev_per_a=14.26 homo_ev=-8.72 relative_energy_kj_mol=692.63
N -0.762 1.628 -0.033
N 0.977 -2.637 0.870
O 1.332 0.717 -1.571
H 0.585 -1.458 -2.301
H -1.836 1.804 -0.314
C 0.785 -1.472 1.089
C 0.589 -0.484 -1.709
H -0.307 2.340 0.953
H -0.443 0.153 2.325
C -0.485 0.222 0.101
O -0.529 -0.616 -0.752
C 0.093 -0.197 1.344

=====

(4)
14
Properties=species:S:1:pos:R:3 method="wB97M-V/def2-TZVPD" homo_lumo_gap_ev=11.09 lumo_energy_ev=0.25 max_force_ev_per_a=3.99 homo_ev=-10.83 relative_energy_kj_mol=268.16
O -1.310 -0.441 -3.387
C 0.501 0.715 0.770
Br 2.200 -1.450 -0.950
N -0.436 0.370 -3.336
H 1.080 1.082 -0.143
H -0.283 -1.272 1.077
O -0.182 1.274 -4.054
C -0.280 -0.452 0.204
H -1.287 -0.054 -0.005
C 0.380 -1.010 -0.990
O 0.515 0.231 -2.310
H 1.228 0.486 1.612
H -0.075 -1.866 -1.560
H -0.271 1.403 1.243

=====

(5)
112
Properties=species:S:1:pos:R:3 method="wB97M-V/def2-TZVPD" homo_lumo_gap_ev=4.03 lumo_energy_ev=3.12 max_force_ev_per_a=1.12 homo_ev=-0.91 charge=-2 relative_energy_kj_mol=98.89
H 6.334 -2.890 -0.563
S -1.657 -0.717 2.777
H -5.936 -4.428 3.553
H -4.950 -6.176 2.161
H -3.411 -6.965 0.630
C 1.818 2.831 -3.156
S -9.050 0.514 -1.110
H 5.014 -0.067 2.688
H -0.609 2.423 -2.308
C 4.777 -1.657 0.234
H 6.378 -1.232 -1.177
H -1.465 4.415 0.754
C 1.368 4.486 0.870
C 0.572 -4.363 0.144
C -1.825 -5.505 0.819
N -3.477 -2.949 5.296
N -0.266 1.371 0.534
H 2.830 3.311 1.916
H 5.077 1.857 0.404
H -11.122 1.982 -2.146
H 5.524 0.843 -0.964
H 1.505 -3.861 -0.085
H 6.926 -1.585 0.473
C -3.992 -5.664 2.125
C -2.462 -3.455 4.585
H 3.479 -2.604 1.715
H 4.314 4.443 -4.665
H -10.445 2.808 -3.585
O 3.879 -1.963 -0.857
C 6.193 -1.843 -0.294
O -8.125 1.715 -3.299
C -7.353 0.025 -0.969
B 2.980 -0.938 -1.013
H 5.189 -0.241 -4.303
C 4.131 7.653 1.155
H -7.150 0.965 0.950
H 4.331 4.696 -2.922
H 2.905 5.143 -3.855
C 0.433 -5.731 0.030
H 2.041 -1.699 -2.846
H -2.393 -3.439 1.116
C 3.698 4.400 -3.763
H 6.412 0.710 0.577
C 1.848 -0.878 -2.127
H -0.507 0.650 -2.079
C -0.788 -6.303 0.362
C -5.317 0.060 0.307
C 4.505 -2.658 1.343
S -0.410 0.510 3.880
H 4.892 1.979 -4.186
H -0.652 1.329 -3.690
C 2.599 4.277 1.488
H 3.360 -0.642 2.455
C -1.605 -4.128 0.841
H 1.157 3.692 -3.078
H 3.747 -1.255 -4.454
H -0.924 -7.377 0.298
C -6.649 0.405 0.171
H 0.095 5.894 -0.131
C -5.390 -1.056 -1.827
N 0.460 3.424 0.744
H 4.460 5.157 2.063
C 3.893 1.881 -3.770
C 3.505 5.314 1.580
H -4.761 0.317 1.201
C 5.432 0.863 0.124
H 4.585 -1.161 -2.922
C -1.354 2.208 0.554
N 4.887 8.517 1.217
Sb 1.406 -1.211 4.788
C 1.290 1.570 -2.864
C -4.694 -3.291 4.910
C -6.728 -0.725 -1.957
H -1.455 -3.153 4.860
C -0.927 3.488 0.673
C 3.420 0.617 -3.447
C 4.285 -0.575 -3.789
N -2.584 -4.304 3.564
C -3.125 -6.085 1.201
H 1.703 7.757 0.071
C 2.141 0.452 -2.866
N -0.443 -3.585 0.519
S 0.384 -2.151 6.641
C -3.267 -0.933 -0.553
H -4.894 -1.637 -2.593
H 4.680 -3.664 0.953
C -0.209 1.485 -2.701
C -4.661 -0.650 -0.707
O 0.576 -1.020 -1.587
H -2.354 1.812 0.501
C 4.115 0.050 2.077
C -3.815 -4.656 3.199
H 3.736 1.062 2.228
H 5.165 -2.494 2.197
H -10.074 3.388 -1.949
C 0.795 2.109 0.667
H -5.519 -2.859 5.470
C 3.129 3.022 -3.550
S 1.231 -2.705 2.972
C 1.043 5.741 0.364
C 4.417 -0.166 0.613
C -9.018 1.640 -2.502
Bi -0.086 -1.079 0.707
C 1.948 6.781 0.467
H -7.286 -1.037 -2.830
C -4.932 -4.155 3.853
H 1.809 1.737 0.645
C -10.258 2.502 -2.559
H 1.265 -6.337 -0.301
C 3.185 6.571 1.069
O 3.207 0.097 -0.137
C -2.085 -1.051 -0.305

=====

(6)
53
Properties=species:S:1:pos:R:3 method="wB97M-V/def2-TZVPD" smiles="CCCCCCCc1c(Cl)ccc2c1C(=O)NC2=O.BrCCBr.BrCCBr" homo_lumo_gap_ev=7.51 lumo_energy_ev=-1.59 max_force_ev_per_a=8.73 homo_ev=-9.10 relative_energy_kj_mol=1279.80
Br -1.448 3.783 -0.895
C 0.862 -2.982 2.760
C -4.468 -2.940 0.291
C 1.523 -0.355 2.183
C 0.002 -3.043 1.369
C 1.966 -1.779 2.857
H -1.467 7.251 -2.545
C 2.523 1.845 0.481
H -1.087 -3.102 -1.328
Br -3.740 -0.253 -0.392
H -0.742 -1.353 -0.717
C -0.144 1.827 1.485
H 1.814 -2.174 0.084
H -5.903 -1.344 0.096
H -3.042 5.180 -2.219
O 5.063 -0.898 1.494
H 0.484 0.451 -2.974
H -1.529 4.875 -3.111
C 0.520 -1.866 -2.560
C -5.018 -1.726 -0.421
H -0.343 6.472 -1.403
O 4.211 3.379 -0.957
H -5.267 -1.912 -1.469
C 0.069 0.389 2.306
H -5.261 -3.670 0.476
H 2.993 -2.190 2.437
H 1.448 -4.012 2.894
C -1.385 6.524 -1.732
C 2.688 0.425 1.282
H 5.803 1.147 -0.085
C 4.247 0.025 0.973
H 1.226 -3.928 -0.400
C -1.950 5.188 -2.151
C 3.907 2.262 -0.289
H -3.972 -2.702 1.236
C 1.046 2.549 0.582
C 0.876 -2.872 -0.006
H 2.240 -0.371 -2.624
Cl -1.291 -0.350 3.330
H 1.302 -2.625 -2.987
C -0.201 -2.319 -1.160
H -0.478 -4.136 1.322
H -1.207 2.331 1.561
H 0.099 -2.937 3.668
Br -2.408 7.294 -0.260
Br -3.165 -3.877 -0.817
C 1.089 -0.337 -2.340
H 1.008 -0.060 -1.193
H 0.865 3.563 0.008
H 2.127 -1.563 4.020
H -0.340 -1.772 -3.382
N 4.753 0.988 -0.079
H -0.900 -2.299 1.303